{
  "formula": "C42H101N2O11V",
  "method": "ωB97M-V with the def2-TZVPD basis set",
  "spin_multiplicity": 3,
  "total_charge": 0,
  "homo_ev": [-7.8, -7.8],
  "e_tot_ev": -96377.2890,
  "homo_lumo_gap_ev": [7.57, 8.28],
  "elements": ["V", "C", "C", "O", "H", "H", "H", "H", "H", "C", "C", "O", "H", "H", "H", "H", "H", "C", "C", "O", "H", "H", "H", "H", "H", "C", "C", "C", "O", "H", "H", "H", "H", "H", "H", "H", "H", "C", "C", "C", "O", "H", "H", "H", "H", "H", "H", "H", "H", "C", "C", "C", "O", "H", "H", "H", "H", "H", "H", "H", "H", "C", "C", "C", "O", "H", "H", "H", "H", "H", "H", "H", "H", "C", "C", "C", "O", "H", "H", "H", "H", "H", "H", "H", "H", "C", "C", "C", "O", "H", "H", "H", "H", "H", "H", "H", "H", "C", "C", "C", "C", "C", "C", "N", "O", "C", "C", "C", "H", "H", "H", "H", "H", "H", "H", "H", "H", "H", "H", "H", "H", "H", "H", "H", "H", "H", "H", "C", "C", "C", "C", "C", "C", "N", "O", "C", "C", "C", "H", "H", "H", "H", "H", "H", "H", "H", "H", "H", "H", "H", "H", "H", "H", "H", "H", "H", "H"],
  "coordinates": [[-11.741, 17.181, -19.377], [-9.760, 19.837, -16.981], [-9.749, 19.774, -18.484], [-10.815, 19.122, -19.114], [-9.568, 18.852, -16.557], [-10.644, 20.292, -16.536], [-8.894, 20.467, -16.777], [-8.737, 19.512, -18.793], [-9.793, 20.839, -18.712], [-7.384, 15.468, -19.020], [-8.731, 15.538, -19.773], [-9.852, 16.128, -19.132], [-7.265, 16.191, -18.213], [-6.513, 15.526, -19.672], [-7.265, 14.439, -18.679], [-9.061, 14.570, -20.148], [-8.541, 16.137, -20.664], [-11.716, 13.315, -20.548], [-13.024, 14.000, -20.046], [-12.937, 15.328, -19.560], [-11.076, 13.135, -19.685], [-11.199, 13.905, -21.305], [-11.889, 12.445, -21.182], [-13.535, 13.296, -19.390], [-13.723, 13.946, -20.881], [-13.134, 15.396, -15.792], [-12.849, 16.882, -16.216], [-12.669, 17.859, -15.061], [-11.891, 17.015, -17.175], [-12.309, 14.915, -15.267], [-13.327, 14.840, -16.709], [-13.983, 15.266, -15.121], [-13.780, 17.160, -16.710], [-12.674, 18.914, -15.337], [-11.772, 17.589, -14.505], [-13.417, 17.850, -14.269], [-11.071, 16.758, -16.747], [-7.398, 16.128, -15.279], [-8.762, 15.514, -15.282], [-9.507, 15.680, -13.932], [-9.527, 16.291, -16.205], [-6.667, 15.947, -14.491], [-7.456, 17.216, -15.263], [-6.926, 15.806, -16.207], [-8.893, 14.475, -15.585], [-9.907, 16.686, -13.802], [-8.820, 15.562, -13.094], [-10.431, 15.114, -13.812], [-9.144, 16.067, -17.056], [-15.950, 16.075, -24.026], [-14.353, 15.891, -23.784], [-13.690, 15.306, -24.993], [-13.760, 17.062, -23.385], [-16.057, 16.965, -24.646], [-16.459, 16.184, -23.068], [-16.395, 15.220, -24.537], [-14.124, 15.158, -23.011], [-13.683, 16.075, -25.765], [-14.358, 14.598, -25.483], [-12.700, 14.882, -24.820], [-13.921, 17.626, -24.145], [-15.379, 19.247, -18.130], [-14.935, 18.092, -19.061], [-15.693, 18.170, -20.446], [-13.523, 18.366, -19.293], [-14.676, 19.226, -17.298], [-16.434, 19.230, -17.857], [-15.270, 20.166, -18.705], [-14.911, 17.118, -18.574], [-15.796, 19.177, -20.851], [-16.734, 17.951, -20.205], [-15.245, 17.455, -21.135], [-13.479, 19.316, -19.422], [-10.442, 17.342, -23.545], [-10.855, 18.088, -22.221], [-11.390, 19.472, -22.642], [-11.779, 17.302, -21.587], [-11.341, 17.245, -24.154], [-10.093, 16.354, -23.244], [-9.630, 17.944, -23.953], [-9.974, 18.224, -21.593], [-10.575, 20.121, -22.962], [-11.870, 20.003, -21.821], [-12.147, 19.460, -23.427], [-12.298, 16.903, -22.289], [-12.637, 23.030, -17.318], [-12.940, 22.634, -18.797], [-11.798, 22.931, -19.816], [-12.987, 21.237, -18.887], [-12.981, 24.036, -17.075], [-11.554, 23.018, -17.197], [-12.986, 22.291, -16.597], [-13.893, 23.005, -19.174], [-10.825, 22.746, -19.361], [-11.851, 23.971, -20.137], [-11.742, 22.290, -20.695], [-12.133, 20.871, -18.644], [-10.465, 9.454, -18.290], [-9.798, 10.175, -17.135], [-10.005, 11.701, -17.397], [-11.424, 12.109, -17.025], [-11.637, 11.747, -15.582], [-11.615, 10.280, -15.270], [-10.366, 9.723, -15.823], [-10.202, 8.367, -15.502], [-11.573, 10.135, -13.698], [-12.990, 9.688, -15.809], [-8.261, 10.112, -16.978], [-11.413, 9.915, -18.567], [-10.598, 8.384, -18.130], [-9.864, 9.552, -19.193], [-9.255, 12.264, -16.841], [-9.787, 11.901, -18.446], [-12.254, 11.770, -17.644], [-11.669, 13.156, -17.202], [-12.585, 12.235, -15.359], [-10.890, 12.194, -14.926], [-12.141, 10.855, -13.109], [-11.831, 9.102, -13.465], [-10.568, 10.439, -13.406], [-12.996, 9.776, -16.895], [-13.211, 8.663, -15.509], [-13.776, 10.393, -15.539], [-7.742, 10.545, -17.833], [-7.923, 9.085, -16.837], [-7.910, 10.654, -16.100], [-9.394, 8.376, -14.983], [-17.717, 13.013, -16.247], [-17.059, 12.389, -17.515], [-17.898, 11.232, -18.130], [-19.080, 11.862, -18.957], [-18.493, 12.705, -20.156], [-17.619, 13.839, -19.609], [-16.632, 13.342, -18.572], [-15.834, 14.392, -18.045], [-16.966, 14.246, -20.971], [-18.497, 14.935, -18.988], [-15.785, 11.732, -17.117], [-18.692, 13.404, -16.538], [-17.161, 13.801, -15.738], [-17.952, 12.275, -15.481], [-17.325, 10.604, -18.811], [-18.263, 10.567, -17.348], [-19.836, 12.410, -18.394], [-19.588, 11.051, -19.479], [-19.322, 13.071, -20.762], [-18.045, 11.913, -20.756], [-16.306, 15.107, -20.861], [-16.370, 13.503, -21.501], [-17.777, 14.656, -21.572], [-17.872, 15.727, -18.575], [-19.167, 15.360, -19.735], [-19.082, 14.495, -18.181], [-16.057, 10.908, -16.458], [-15.120, 12.363, -16.529], [-15.199, 11.427, -17.984], [-15.180, 14.426, -18.747]],
  "lowdin_spin": [1.966, 0.001, -0.001, -0.005, 0.000, 0.000, 0.000, -0.001, -0.001, -0.001, 0.000, -0.007, 0.000, 0.000, 0.000, 0.000, 0.000, -0.001, 0.000, 0.008, 0.000, 0.000, 0.000, 0.000, 0.001, 0.000, 0.000, 0.000, 0.008, 0.000, 0.000, 0.000, 0.000, 0.000, 0.000, 0.000, 0.001, 0.000, 0.000, 0.000, 0.000, 0.000, 0.000, 0.000, 0.000, 0.000, 0.000, 0.000, 0.000, 0.000, 0.000, 0.000, 0.000, 0.000, 0.000, 0.000, 0.000, 0.000, 0.000, 0.000, 0.000, 0.000, 0.000, 0.000, 0.014, 0.000, 0.000, 0.000, 0.000, 0.000, 0.000, 0.000, 0.000, 0.000, 0.002, 0.000, 0.013, 0.000, 0.000, 0.000, 0.000, 0.000, 0.000, 0.000, 0.000, 0.000, 0.000, 0.000, 0.000, 0.000, 0.000, 0.000, 0.000, 0.000, 0.000, 0.000, 0.000, 0.000, 0.000, 0.000, 0.000, 0.000, 0.000, 0.000, 0.000, 0.000, 0.000, 0.000, 0.000, 0.000, 0.000, 0.000, 0.000, 0.000, 0.000, 0.000, 0.000, 0.000, 0.000, 0.000, 0.000, 0.000, 0.000, 0.000, 0.000, 0.000, 0.000, 0.000, 0.000, 0.000, 0.000, 0.000, 0.000, 0.000, 0.000, 0.000, 0.000, 0.000, 0.000, 0.000, 0.000, 0.000, 0.000, 0.000, 0.000, 0.000, 0.000, 0.000, 0.000, 0.000, 0.000, 0.000, 0.000, 0.000, 0.000, 0.000, 0.000]
}